Here is a structure of composition C30H76IN4O4PSi from the Open Molecules 2025 dataset. Energies are from ωB97M-V with the def2-TZVPD basis set.

Structure (XYZ):
```
117
Properties=species:S:1:pos:R:3:mulliken_charge:R:1
C 2.72399 -2.34048 -6.72176 -1.428
C 1.24167 -1.97397 -6.73919 0.045
I 0.68030 -1.05748 -4.90625 0.147
C 0.42869 -3.23727 -6.97727 -0.737
O -0.97291 -2.97449 -6.83218 -0.026
P -2.02190 -3.87726 -7.62368 0.719
O -2.33247 -3.35845 -8.95602 -0.756
O -1.40993 -5.35289 -7.63346 -0.503
O -3.22031 -4.06971 -6.63472 -0.303
Si -4.28358 -2.78456 -6.22688 0.583
C -3.39594 -1.27565 -5.59673 -0.772
C -5.33230 -3.47448 -4.83941 -1.054
C -5.37707 -2.30576 -7.64630 -1.093
H 2.91494 -3.03993 -7.53650 0.410
H 3.34943 -1.46742 -6.86923 0.369
H 2.99309 -2.81527 -5.78347 0.398
H 1.05458 -1.29917 -7.56811 0.371
H 0.71281 -4.01628 -6.27370 0.219
H 0.64859 -3.54677 -7.99914 0.518
H -0.91474 -5.47386 -8.44485 0.347
H -2.65897 -1.53321 -4.83836 -0.018
H -2.87059 -0.72358 -6.37099 0.357
H -4.15033 -0.64277 -5.13263 0.439
H -4.68850 -4.06325 -4.18719 0.230
H -6.12603 -4.10639 -5.22453 0.388
H -5.72870 -2.64930 -4.25453 0.346
H -5.91929 -3.14693 -8.07091 0.332
H -4.84850 -1.77624 -8.43386 0.306
H -6.12327 -1.62083 -7.23763 0.336
C -1.75267 4.03128 0.40781 -1.548
C -0.98978 2.75521 0.08644 -0.104
N -0.84283 2.51798 -1.33726 0.146
C -0.36930 1.18171 -1.64604 -0.355
C 1.04094 0.79192 -1.18672 -0.890
C -0.24169 3.59890 -2.09800 -0.750
C 1.16118 4.07323 -1.69202 -0.958
H -2.72588 4.03586 -0.08446 0.343
H -1.91129 4.10311 1.48460 0.451
H -1.20759 4.92432 0.10064 0.322
H -1.54657 1.90929 0.49963 0.325
H -0.02434 2.77773 0.61886 0.188
H -0.44381 1.02892 -2.72630 0.320
H -1.08068 0.47367 -1.20662 -0.022
H 1.81856 1.24275 -1.80218 0.256
H 1.16348 -0.29123 -1.26284 0.383
H 1.22045 1.06724 -0.14704 0.156
H -0.91753 4.45622 -2.05428 0.427
H -0.23308 3.30044 -3.14917 0.348
H 1.25980 4.17580 -0.61041 0.236
H 1.35900 5.05279 -2.13170 0.383
H 1.94163 3.39926 -2.04123 0.274
C -3.00910 -2.03297 0.58113 -1.101
C -2.95644 -3.13994 -0.46133 -0.429
N -1.89902 -2.95225 -1.43636 0.556
C -2.01108 -3.83289 -2.58472 -0.195
C -1.85854 -5.34336 -2.36350 -1.375
C -0.56501 -2.78837 -0.88694 -0.045
C -0.00076 -3.92146 -0.01640 -1.187
H -3.09074 -1.05488 0.10422 0.248
H -3.87731 -2.17488 1.22570 0.491
H -2.12675 -2.02993 1.22224 0.031
H -3.90402 -3.14212 -1.00686 0.523
H -2.89588 -4.11134 0.05580 0.283
H -1.28650 -3.50953 -3.33521 0.142
H -2.99377 -3.65348 -3.03342 -0.063
H -0.82115 -5.63059 -2.19764 0.358
H -2.20235 -5.87863 -3.25113 0.475
H -2.45190 -5.69674 -1.51977 0.284
H -0.55417 -1.86667 -0.29841 -0.158
H 0.12327 -2.59737 -1.71531 0.277
H -0.73652 -4.30710 0.69063 0.250
H 0.84615 -3.55045 0.56516 0.195
H 0.36279 -4.75012 -0.62165 0.344
C 0.77556 -0.80871 2.64124 -0.902
C 2.03576 -1.58022 2.99932 -0.554
N 3.22505 -0.74982 3.00902 0.231
C 4.45932 -1.50979 3.08689 -0.706
C 4.73086 -2.32513 4.35771 -0.985
C 3.15169 0.43835 3.83940 -0.638
C 2.85430 0.26074 5.33482 -0.842
H 0.89105 -0.29252 1.68682 0.040
H -0.06878 -1.49542 2.55771 0.231
H 0.51653 -0.07207 3.40262 0.477
H 2.18937 -2.36101 2.24931 0.496
H 1.86813 -2.10219 3.95564 0.130
H 5.29173 -0.82062 2.92148 0.393
H 4.47061 -2.19314 2.23187 0.405
H 5.01821 -1.69293 5.19681 0.232
H 5.55608 -3.01706 4.17901 0.400
H 3.86659 -2.91920 4.65570 0.266
H 2.38535 1.09353 3.41737 0.152
H 4.08763 0.98950 3.71890 0.396
H 2.05438 -0.45902 5.51313 0.297
H 2.53273 1.21646 5.75577 0.190
H 3.73152 -0.05845 5.89541 0.294
C -0.31069 7.09498 7.27723 -1.442
C 1.14579 6.66391 7.19663 -0.318
N 1.36991 5.31272 7.67507 0.128
C 2.77338 4.99160 7.86278 -0.722
C 3.68338 4.95567 6.62783 -0.768
C 0.56301 4.28225 7.04702 -0.833
C 0.66100 4.12151 5.52340 -0.722
H -0.69436 6.97783 8.29132 0.334
H -0.39926 8.14462 6.99513 0.432
H -0.94668 6.52340 6.60070 0.288
H 1.73658 7.33312 7.82760 0.464
H 1.50297 6.81727 6.16527 0.249
H 2.83375 4.02819 8.37625 0.349
H 3.17961 5.72452 8.56680 0.403
H 3.51874 4.06484 6.02253 0.037
H 4.72822 4.94062 6.94387 0.400
H 3.54765 5.83164 5.99311 0.272
H -0.48246 4.46797 7.30380 0.379
H 0.80446 3.33092 7.52788 0.349
H 0.64044 5.08140 5.00590 0.315
H -0.18756 3.53808 5.15988 0.369
H 1.56639 3.59388 5.22564 0.031
```

The calculation puts the calculated total energy at -71765.1490 eV. As for the gap between HOMO and LUMO: 8.42 eV. Its LUMO energy is 0.4 eV. As for the energy above the lowest of the compared OMol25 structures with the same formula, charge and spin: 0.00 kJ/mol. The spin multiplicity is 1.